{"formula": "C19H35N3OSV", "method": "wB97M-V/def2-TZVPD", "elements": ["V", "C", "C", "C", "C", "C", "C", "H", "H", "H", "H", "H", "N", "C", "C", "N", "C", "C", "H", "H", "H", "H", "H", "H", "H", "H", "H", "H", "H", "C", "C", "C", "C", "C", "N", "H", "H", "H", "H", "H", "H", "H", "H", "H", "C", "C", "S", "O", "C", "C", "H", "H", "H", "H", "H", "H", "H", "H", "H", "H"], "coordinates": [[0.31196, -0.02635, -0.55547], [-2.21328, -3.84996, -2.01430], [-2.03894, -3.66796, -0.65012], [-1.39471, -2.53159, -0.17413], [-0.90684, -1.55037, -1.04376], [-1.07215, -1.77452, -2.41772], [-1.72493, -2.90186, -2.90232], [-2.72098, -4.72976, -2.38691], [-2.40121, -4.41714, 0.04351], [-1.27922, -2.41260, 0.89940], [-0.65066, -1.07428, -3.13956], [-1.83508, -3.04955, -3.96991], [-3.25878, 3.47076, -1.13168], [-3.03276, 2.50397, -2.25721], [-2.23917, 1.30653, -1.74453], [-0.94816, 1.69483, -1.14687], [-1.16916, 2.68064, -0.07724], [-1.95128, 3.90772, -0.54516], [-3.82009, 3.01349, -0.40973], [-3.79343, 4.27844, -1.45550], [-2.48649, 3.03486, -3.03687], [-3.99183, 2.18440, -2.66028], [-2.07414, 0.61498, -2.56606], [-2.80507, 0.76239, -0.98424], [-0.35594, 2.10146, -1.87126], [-0.21649, 3.01449, 0.33164], [-1.71548, 2.17650, 0.72284], [-1.40983, 4.45001, -1.31998], [-2.13583, 4.58575, 0.28639], [-0.78630, 1.29931, 4.35043], [-0.05945, 0.05452, 3.81423], [1.42879, 0.09049, 4.20700], [-0.72744, -1.22490, 4.34785], [-0.13994, 0.05509, 2.35566], [-0.21509, 0.04878, 1.19564], [-0.74783, 1.28953, 5.43885], [-1.83414, 1.29905, 4.04814], [-0.30948, 2.21644, 4.00136], [1.50786, 0.09073, 5.29350], [1.91623, 0.98962, 3.82724], [1.95483, -0.78606, 3.82669], [-0.68692, -1.21616, 5.43639], [-0.21249, -2.11612, 3.98947], [-1.77211, -1.27748, 4.04167], [4.50795, -1.05838, -2.82956], [4.31866, 0.33237, -2.25083], [2.87352, 0.48410, -1.15737], [1.69447, 0.03303, -2.01232], [3.21539, -0.86778, 0.05057], [2.45240, -2.14982, -0.25213], [5.22590, -1.00740, -3.64661], [3.57127, -1.43925, -3.23685], [4.89655, -1.75950, -2.09295], [4.12053, 1.06460, -3.03475], [5.16912, 0.67565, -1.65904], [2.91543, -0.45330, 1.01495], [4.29616, -1.00864, 0.06312], [1.38169, -1.97060, -0.41706], [2.53852, -2.82671, 0.59675], [2.83588, -2.65648, -1.13301]], "forces_ev_per_angstrom": [[-0.318, 0.081, -2.597], [-0.027, -0.017, -0.026], [-0.020, -0.031, 0.078], [-0.196, -0.003, -0.120], [-0.181, -0.428, -0.155], [-0.060, -0.176, 0.022], [0.012, 0.061, -0.079], [0.020, -0.011, 0.012], [-0.016, 0.012, -0.012], [0.006, -0.030, 0.002], [-0.001, -0.022, -0.021], [-0.016, -0.014, 0.013], [-0.013, 0.050, -0.063], [0.176, -0.390, -0.151], [-0.082, 0.120, 0.007], [0.120, 0.229, -0.151], [-0.154, 0.139, -0.150], [0.363, -0.065, 0.226], [-0.068, 0.029, 0.028], [-0.029, 0.032, 0.002], [-0.039, 0.096, 0.028], [-0.061, 0.080, 0.081], [0.000, -0.057, 0.016], [0.018, -0.071, -0.038], [-0.086, 0.107, -0.043], [0.002, -0.009, 0.013], [0.055, -0.008, 0.042], [-0.087, 0.010, -0.059], [-0.117, 0.000, -0.032], [-0.002, -0.001, -0.124], [0.070, -0.031, 0.464], [-0.025, 0.000, -0.073], [-0.010, 0.004, -0.132], [-0.365, 0.000, -0.464], [-0.405, 0.166, 3.998], [0.018, -0.017, 0.001], [-0.003, 0.012, 0.025], [-0.013, 0.000, 0.009], [-0.007, -0.004, -0.001], [-0.001, -0.002, 0.025], [-0.002, -0.002, 0.029], [0.023, 0.014, -0.002], [-0.010, -0.004, 0.012], [-0.003, -0.014, 0.022], [-0.101, -0.026, 0.010], [-0.202, -0.019, 0.007], [1.720, 0.083, 0.115], [0.041, -0.077, -0.805], [-0.068, 0.129, -0.080], [0.092, 0.216, 0.026], [0.027, 0.026, 0.016], [0.024, -0.010, -0.010], [-0.012, -0.014, 0.001], [0.010, 0.074, 0.058], [-0.026, 0.050, 0.014], [0.074, 0.012, 0.011], [0.006, -0.006, 0.017], [0.065, -0.325, 0.007], [-0.020, 0.029, 0.030], [-0.094, 0.024, -0.081]], "mulliken_charge": [0.12, -0.48, -0.61, 0.04, 0.63, -0.42, -0.86, 0.41, 0.43, 0.29, 0.42, 0.41, -0.07, -0.98, -0.63, 0.27, -0.80, -0.99, 0.39, 0.36, 0.38, 0.45, 0.27, 0.38, 0.40, 0.47, 0.47, 0.38, 0.46, -1.62, 1.91, -1.60, -1.61, -0.40, -0.18, 0.43, 0.38, 0.36, 0.43, 0.38, 0.37, 0.44, 0.39, 0.39, -1.14, -0.51, 0.33, -0.56, -0.67, -0.65, 0.39, 0.31, 0.28, 0.45, 0.46, 0.32, 0.58, 0.01, 0.40, 0.33], "total_charge": 2, "total_energy_ev": -63295.885, "spin_multiplicity": 4, "homo_energy_ev": [-12.31, -13.36]}